# C36H72O25

A cluster of 9 separate species, C36H72O25 in total (the ωB97M-V functional and the def2-TZVPD basis, the Open Molecules 2025 dataset).

Geometry as XYZ:
```
133
Properties=species:S:1:pos:R:3:forces:R:3:lowdin_charge:R:1
C -14.709 -4.690 33.843 0.5626 0.3636 0.1655 -0.05
C -14.718 -6.194 33.765 -1.0444 0.1071 0.4365 -0.21
O -14.173 -6.593 32.510 0.2310 0.0989 -0.1584 0.03
C -14.305 -7.882 32.205 0.2586 0.2549 -0.0613 -0.61
O -14.795 -8.726 32.897 -0.2506 -0.3412 0.2304 0.15
O -13.782 -8.066 30.993 0.1220 0.0204 -0.1743 -0.03
C -13.868 -9.399 30.494 0.0030 -0.3943 -0.1212 -0.03
H -15.033 -4.219 32.916 -0.0965 -0.1486 -0.0634 0.08
H -13.709 -4.307 34.063 -0.0622 -0.0296 -0.1101 0.05
H -15.362 -4.348 34.644 -0.0494 -0.0894 0.0278 0.08
H -15.754 -6.543 33.842 0.1448 -0.1305 -0.2049 0.13
H -14.194 -6.655 34.603 0.2807 -0.0438 -0.1689 0.13
H -14.906 -9.710 30.376 -0.0140 0.0806 0.0488 0.10
H -13.363 -10.109 31.148 -0.0148 0.1085 0.1105 0.10
H -13.376 -9.400 29.526 0.0025 0.0975 -0.0011 0.08
C -14.953 -5.924 28.930 -0.8504 -0.0181 0.3627 -0.05
C -13.907 -6.554 28.043 -0.4372 0.2159 0.4101 -0.19
O -14.437 -6.493 26.708 0.2478 0.2921 -0.1709 0.03
C -13.849 -7.247 25.782 -0.2294 -0.1359 0.0519 -0.59
O -13.052 -8.127 25.970 0.3403 0.0072 0.0509 0.14
O -14.352 -6.887 24.610 -0.5891 0.4259 0.0688 0.00
C -14.015 -7.642 23.472 0.2912 -1.0981 -1.0704 -0.03
H -14.583 -5.629 29.911 0.2682 -0.1897 -0.0606 0.06
H -15.773 -6.630 29.099 0.0457 0.0035 0.0257 0.08
H -15.420 -5.034 28.504 0.3312 0.0099 -0.2865 0.08
H -13.769 -7.599 28.307 0.2654 0.0194 0.0121 0.10
H -12.980 -5.989 28.118 0.1312 -0.1726 -0.3267 0.10
H -14.636 -7.348 22.628 -0.0656 0.5068 0.2870 0.07
H -14.217 -8.715 23.572 0.0874 0.1456 0.5640 0.10
H -12.968 -7.530 23.196 0.0482 0.1206 0.1453 0.08
C -10.355 -6.791 23.270 0.2813 -0.3413 0.1115 -0.06
C -10.336 -5.299 23.082 0.2977 -0.3285 0.3575 -0.21
O -11.675 -4.790 23.213 -0.1482 -0.0454 -0.0879 0.01
C -11.829 -3.524 22.786 0.1255 -0.0692 0.2150 -0.62
O -11.019 -2.930 22.132 0.1172 0.1940 -0.1678 0.13
O -12.961 -2.967 23.185 -0.2635 -0.1030 -0.0526 0.02
C -13.965 -3.728 23.895 -0.0184 0.6052 -0.0484 -0.01
H -9.332 -7.156 23.402 0.0148 0.1331 -0.0731 0.09
H -10.744 -7.311 22.397 -0.2506 -0.0413 0.0577 0.08
H -10.890 -7.097 24.171 -0.1801 0.0380 -0.1028 0.07
H -9.887 -5.042 22.127 -0.2076 0.2434 -0.1039 0.12
H -9.749 -4.836 23.876 0.1195 0.1110 -0.1485 0.11
H -13.744 -3.763 24.961 0.2371 -0.2410 -0.0441 0.10
H -14.096 -4.712 23.468 0.0175 -0.1005 0.0776 0.07
H -14.865 -3.134 23.765 -0.1050 -0.1611 -0.0527 0.09
C -10.909 -5.204 18.098 -0.2957 -0.4706 -0.1751 -0.06
C -12.226 -4.901 18.789 0.8707 0.8441 -0.3589 -0.22
O -12.802 -6.129 19.218 -0.3506 -0.3237 0.0998 0.05
C -13.976 -6.121 19.856 0.1394 -0.1033 0.0076 -0.59
O -14.531 -7.140 20.180 0.0004 0.1336 -0.0275 0.11
O -14.414 -4.892 20.090 0.0379 0.3149 0.0330 0.00
C -15.567 -4.774 20.941 -0.2952 -0.3308 -0.2272 -0.01
H -10.520 -4.285 17.664 0.1098 0.0226 0.0645 0.08
H -11.068 -5.924 17.291 -0.0036 0.1158 -0.0008 0.08
H -10.171 -5.644 18.768 -0.0211 0.1487 0.1258 0.08
H -12.874 -4.377 18.084 -0.2469 -0.2006 0.0910 0.13
H -12.040 -4.216 19.619 -0.2046 -0.1947 0.1917 0.12
H -16.484 -4.926 20.367 0.1179 -0.0249 -0.1001 0.10
H -15.559 -3.766 21.335 0.1339 -0.0050 0.1259 0.10
H -15.537 -5.533 21.715 -0.0113 0.1731 0.1608 0.07
C -12.699 -9.857 20.380 0.0819 0.3434 -0.1792 -0.06
C -12.781 -10.561 21.707 -0.0662 0.1521 -0.1406 -0.21
O -11.788 -9.998 22.578 0.2585 -0.0803 -0.0618 0.02
C -11.828 -10.435 23.838 -0.0521 0.0607 -0.0818 -0.63
O -12.733 -11.040 24.346 -0.1073 -0.1474 0.0099 0.13
O -10.687 -10.093 24.428 0.0308 0.0901 -0.0015 0.00
C -10.652 -10.339 25.833 0.2035 0.8340 0.5375 -0.04
H -13.410 -10.319 19.695 0.0040 0.0368 -0.0534 0.08
H -11.706 -9.905 19.932 0.0211 -0.2156 0.0967 0.08
H -12.957 -8.800 20.464 -0.0705 -0.1376 0.0392 0.05
H -12.586 -11.628 21.589 -0.0676 -0.0378 0.1905 0.13
H -13.762 -10.409 22.157 0.0095 -0.2484 0.0472 0.10
H -9.623 -10.160 26.141 0.0796 -0.4619 -0.1713 0.09
H -11.024 -11.325 26.085 0.1193 -0.1201 -0.0289 0.10
H -11.228 -9.572 26.356 -0.3123 -0.2246 -0.1713 0.07
C -10.511 -6.608 30.180 0.3038 -0.5648 -0.0107 -0.04
C -11.209 -5.380 30.704 -0.4481 0.3477 0.0364 -0.19
O -10.985 -5.310 32.127 0.5201 -0.2179 -0.0412 0.04
C -11.177 -4.155 32.746 0.0163 -0.2442 -0.0319 -0.62
O -11.758 -3.193 32.325 -0.2558 0.3212 -0.3726 0.13
O -10.615 -4.238 33.951 -0.0048 -0.2645 0.2149 0.01
C -10.921 -3.171 34.836 -0.2295 0.6003 0.2203 -0.05
H -10.200 -6.497 29.140 -0.2571 0.1159 -0.0544 0.07
H -11.138 -7.498 30.259 -0.0403 0.0740 -0.0031 0.07
H -9.595 -6.822 30.735 -0.0600 0.2102 0.1043 0.09
H -12.291 -5.429 30.555 0.0705 0.0247 -0.1314 0.11
H -10.843 -4.470 30.222 0.0532 0.0275 0.2225 0.12
H -10.312 -3.306 35.723 0.0763 -0.1235 -0.0340 0.09
H -11.977 -3.173 35.120 0.0620 -0.1613 -0.0655 0.09
H -10.716 -2.195 34.392 0.1266 -0.1401 -0.0938 0.10
C -17.411 -8.410 26.155 0.2974 -0.5863 -0.1331 -0.05
C -18.506 -8.820 25.192 -0.1456 0.5976 0.4311 -0.21
O -18.022 -9.723 24.206 0.0216 -0.3398 -0.2231 0.05
C -17.398 -9.168 23.171 0.2052 0.3147 0.0882 -0.60
O -17.243 -7.985 22.984 -0.1523 -0.0820 0.0498 0.12
O -16.955 -10.135 22.380 -0.1924 -0.3356 0.1230 0.02
C -16.346 -9.679 21.183 0.5369 0.0713 -0.6012 -0.04
H -16.627 -7.858 25.637 -0.1548 0.2693 0.0627 0.06
H -16.934 -9.307 26.561 -0.1199 0.0487 0.0968 0.09
H -17.829 -7.837 26.981 0.0819 0.1584 -0.0165 0.08
H -18.931 -7.939 24.709 -0.0267 -0.1134 -0.0641 0.10
H -19.300 -9.349 25.714 -0.0020 -0.1183 -0.0749 0.13
H -15.378 -9.214 21.375 -0.2453 0.1979 0.0626 0.05
H -16.992 -8.979 20.657 0.0471 0.0752 0.0359 0.10
H -16.161 -10.549 20.558 -0.2072 -0.1254 0.1307 0.10
C -14.085 -1.100 28.761 -0.1655 -0.1120 -0.4242 -0.06
C -13.250 -2.130 29.480 0.0267 0.3731 0.4224 -0.22
O -12.924 -3.218 28.613 0.0161 -0.2799 -0.0569 0.01
C -11.798 -3.113 27.908 -0.6434 0.0826 0.1573 -0.62
O -11.030 -2.196 27.927 0.4551 0.0956 -0.0520 0.15
O -11.714 -4.222 27.176 0.2649 -0.5013 -0.2092 -0.02
C -10.465 -4.469 26.535 0.5841 0.1733 -0.0546 -0.03
H -13.618 -0.819 27.815 0.1643 0.0996 0.1281 0.08
H -14.188 -0.206 29.374 -0.1087 0.0021 0.0092 0.08
H -15.068 -1.497 28.502 -0.0426 0.0583 0.1761 0.08
H -13.777 -2.588 30.315 -0.0684 0.0003 -0.0380 0.12
H -12.348 -1.676 29.887 0.1322 -0.1471 -0.1277 0.12
H -10.310 -3.820 25.674 -0.2081 0.0838 0.0406 0.09
H -10.454 -5.509 26.217 -0.2747 0.0004 0.0012 0.09
H -9.627 -4.308 27.217 -0.1560 0.0505 0.0836 0.10
C -18.747 -4.986 25.198 0.8119 -0.0580 0.1798 -0.14
C -19.366 -5.117 23.810 -0.3571 -0.1269 0.0404 -0.16
C -18.455 -4.250 22.968 -0.2174 0.6895 -0.2810 -0.21
O -17.158 -4.548 23.452 0.0072 -0.1519 -0.0364 -0.17
C -17.262 -4.632 24.878 -0.4961 -0.1468 -0.1477 -0.16
H -18.817 -5.919 25.757 0.0262 0.0633 0.0336 0.08
H -19.155 -4.196 25.829 -0.3491 -0.0051 -0.2462 0.11
H -20.432 -4.883 23.799 0.0996 0.2681 -0.1518 0.11
H -19.262 -6.142 23.445 0.0567 0.0163 0.0841 0.10
H -18.653 -3.168 23.076 -0.1205 -0.1429 0.3128 0.13
H -18.521 -4.419 21.891 0.2340 -0.3990 0.0740 0.12
H -17.000 -3.649 25.282 0.0923 -0.1261 0.2456 0.12
H -16.589 -5.409 25.236 0.2503 0.1806 -0.0892 0.10
```
Positions in Å, forces in eV/Å.

The charge is 0. The calculation puts the energy above the lowest of the compared OMol25 structures with the same formula, charge and spin at 0.0 kJ/mol. As for the SMILES: CCOC(=O)OC.CCOC(=O)OC.CCOC(=O)OC.CCOC(=O)OC.CCOC(=O)OC.CCOC(=O)OC.CCOC(=O)OC.CCOC(=O)OC.C1CCOC1. For the HOMO energy, the calculation gives -9.77 eV. As for the HOMO-LUMO gap: 10.304 eV. The LUMO energy comes out at 0.5 eV.